(1)
A cluster of 8 separate species, C18H38Cl4N2O16 in total, computed with ωB97M-V/def2-TZVPD.

The SMILES is C[N+](=O)[O-].C[N+](=O)[O-].COC(=O)OC.COC(=O)OC.COC(=O)OC.COC(=O)OC.ClCCCl.ClCCCl.

Geometry as XYZ:
```
78
Properties=species:S:1:pos:R:3:mulliken_charge:R:1
Cl -0.393 2.873 2.222 -0.185
C 0.115 1.642 1.062 0.633
C -1.051 0.821 0.566 -0.034
Cl -1.812 -0.154 1.875 -0.162
H 0.947 1.051 1.433 -0.437
H 0.503 2.164 0.182 0.093
H -0.754 0.049 -0.137 -0.505
H -1.792 1.458 0.090 0.489
Cl 0.427 3.820 -2.996 -0.203
C -1.324 3.486 -2.871 0.445
C -2.140 4.752 -2.822 -0.468
Cl -3.809 4.283 -2.444 -0.185
H -1.527 2.774 -2.075 -0.261
H -1.586 2.896 -3.752 0.043
H -2.024 5.344 -3.725 0.328
H -1.812 5.392 -2.004 0.361
C -1.820 -3.160 3.879 -0.737
N -0.581 -3.353 3.055 0.921
O -0.701 -3.196 1.870 -0.435
O 0.455 -3.607 3.619 -0.537
H -2.509 -3.862 3.410 0.329
H -2.074 -2.122 3.697 0.214
H -1.674 -3.438 4.912 0.287
C 3.756 3.512 1.858 -0.657
N 2.882 4.080 0.808 0.925
O 2.398 5.174 0.989 -0.560
O 2.729 3.403 -0.192 -0.517
H 4.535 2.948 1.351 0.243
H 3.199 2.792 2.457 0.189
H 4.188 4.283 2.481 0.344
C 3.432 0.457 -1.478 -0.242
O 4.075 -0.431 -0.589 -0.408
C 3.346 -0.949 0.368 0.645
O 2.192 -0.672 0.592 -0.124
O 4.103 -1.795 1.053 -0.382
C 3.380 -2.498 2.036 -0.262
H 2.968 1.272 -0.923 0.034
H 2.607 -0.043 -1.999 0.193
H 4.118 0.851 -2.216 0.252
H 2.404 -2.794 1.669 0.241
H 3.273 -1.973 2.983 -0.056
H 3.904 -3.428 2.258 0.337
C -4.004 -0.290 -1.383 -0.294
O -4.619 0.128 -2.583 -0.429
C -3.839 0.497 -3.571 0.957
O -2.665 0.372 -3.581 -0.510
O -4.565 1.054 -4.497 -0.381
C -3.879 1.499 -5.657 -0.704
H -3.053 0.209 -1.165 -0.020
H -3.807 -1.368 -1.350 0.142
H -4.650 -0.067 -0.531 0.359
H -4.491 1.370 -6.550 0.273
H -2.935 0.983 -5.793 0.336
H -3.765 2.584 -5.578 0.246
C -0.497 -2.048 -2.177 -0.002
O -1.593 -2.875 -1.861 -0.143
C -2.388 -3.344 -2.807 0.773
O -2.234 -3.250 -3.990 -0.596
O -3.417 -3.983 -2.220 -0.315
C -4.498 -4.259 -3.071 -0.685
H -0.118 -1.564 -1.273 -0.491
H -0.815 -1.215 -2.804 0.261
H 0.364 -2.623 -2.516 0.368
H -5.032 -3.333 -3.301 0.268
H -5.219 -4.887 -2.554 0.256
H -4.210 -4.734 -4.004 0.298
C 5.515 -0.736 4.637 -0.789
O 4.159 -1.086 4.772 -0.327
C 3.268 -0.199 4.381 0.680
O 3.559 0.842 3.867 -0.565
O 2.067 -0.627 4.663 -0.345
C 0.955 0.091 4.068 -0.160
H 5.875 -0.378 5.610 0.320
H 5.799 -0.010 3.882 0.316
H 6.090 -1.650 4.485 0.284
H 0.185 -0.023 4.828 0.227
H 0.658 -0.319 3.109 -0.115
H 1.247 1.134 3.965 0.320
```



(2)
A structure of composition C49H73ClCsIN2O10, computed with ωB97M-V/def2-TZVPD.

The net charge is -2.

Geometry as XYZ:
```
137
Properties=species:S:1:pos:R:3:mulliken_charge:R:1
Cs -3.455 -9.647 17.238 1.175
C -1.350 -12.885 15.213 -1.179
O -1.590 -13.206 16.544 0.167
C -0.566 -14.030 17.074 -0.782
C 0.577 -13.444 17.679 0.100
C 0.650 -11.956 17.971 -1.320
C 0.329 -11.733 19.461 -0.031
C 1.306 -12.114 20.389 -0.405
C 1.143 -12.076 21.758 0.012
C -0.054 -11.525 22.210 -0.171
C -1.085 -11.173 21.347 -0.031
C -2.436 -10.918 21.889 -1.424
C -3.089 -12.221 22.337 0.240
C -3.588 -12.324 23.636 -0.344
C -4.345 -13.362 24.084 0.222
C -4.715 -14.330 23.179 -0.878
C -4.236 -14.311 21.895 1.238
C -4.892 -15.259 20.914 -1.047
C -3.981 -16.220 20.167 0.720
C -3.541 -17.358 20.700 -0.610
C -2.744 -18.288 19.950 -0.764
C -2.322 -17.822 18.686 -0.325
C -2.650 -16.603 18.117 0.074
C -2.027 -16.148 16.801 -1.390
C -0.677 -15.430 16.996 1.075
C 0.386 -16.181 17.433 -0.689
C 1.589 -15.603 17.982 -0.057
C 1.619 -14.230 18.094 0.045
C 2.641 -16.611 18.438 2.686
C 3.250 -17.224 17.128 -1.816
C 3.778 -15.973 19.204 -2.233
C 2.088 -17.771 19.255 -1.921
C -3.570 -15.770 18.822 -0.158
O -4.107 -14.747 18.226 0.069
C -2.406 -19.621 20.554 2.221
C -3.674 -20.276 21.130 -1.652
C -1.795 -20.536 19.458 -2.034
C -1.398 -19.510 21.680 -1.308
C -3.308 -13.345 21.530 -1.357
O -2.601 -13.506 20.346 0.973
C -1.405 -14.325 20.485 -0.316
C -4.798 -13.433 25.518 1.862
C -3.805 -12.851 26.520 -1.795
C -4.953 -14.961 25.900 -1.643
C -6.139 -12.674 25.679 -1.634
C -0.919 -11.199 19.923 -0.062
O -1.866 -10.764 19.131 -1.004
C 2.229 -12.514 22.738 2.207
C 1.706 -12.881 24.191 -1.832
C 3.246 -11.369 23.017 -2.030
C 2.919 -13.757 22.193 -1.730
H -1.228 -13.756 14.535 0.277
H -0.436 -12.285 15.083 0.322
H -2.219 -12.303 14.981 0.266
H -0.159 -11.439 17.419 0.290
H 1.640 -11.566 17.646 0.644
H 2.349 -12.326 20.131 0.474
H -0.349 -11.550 23.214 0.278
H -3.046 -10.458 21.141 0.417
H -2.432 -10.220 22.713 0.475
H -3.363 -11.444 24.246 0.140
H -5.374 -15.126 23.485 0.294
H -5.389 -14.637 20.187 0.031
H -5.658 -15.872 21.465 0.354
H -3.814 -17.575 21.716 0.695
H -1.701 -18.473 18.124 0.587
H -2.688 -15.455 16.297 0.385
H -1.913 -16.995 16.148 0.809
H 0.296 -17.254 17.473 0.210
H 2.542 -13.769 18.468 0.259
H 3.862 -16.447 16.577 0.353
H 2.499 -17.669 16.470 0.306
H 3.942 -18.057 17.380 0.419
H 4.336 -15.286 18.636 0.474
H 4.471 -16.775 19.512 0.474
H 3.497 -15.530 20.145 0.305
H 1.490 -18.430 18.657 0.458
H 1.465 -17.420 20.103 0.207
H 2.926 -18.407 19.597 0.554
H -4.342 -20.509 20.300 0.397
H -4.226 -19.629 21.837 0.251
H -3.410 -21.208 21.703 0.397
H -2.479 -20.680 18.667 0.468
H -1.599 -21.538 19.865 0.444
H -0.828 -20.187 19.064 0.203
H -1.807 -18.862 22.486 0.313
H -0.429 -19.093 21.319 0.012
H -1.170 -20.530 22.062 0.467
H -1.617 -15.377 20.444 -0.096
H -0.910 -14.030 21.413 0.350
H -0.719 -14.168 19.694 -0.340
H -2.812 -13.365 26.476 0.327
H -4.258 -13.012 27.524 0.482
H -3.614 -11.791 26.373 0.327
H -4.101 -15.571 25.527 0.346
H -5.895 -15.348 25.454 0.332
H -4.947 -15.071 27.005 0.418
H -5.971 -11.598 25.598 0.338
H -6.630 -12.863 26.677 0.375
H -6.785 -13.063 24.907 0.408
H 1.080 -12.082 24.553 0.461
H 2.623 -12.988 24.782 0.489
H 1.031 -13.762 24.234 0.314
H 2.728 -10.528 23.469 0.402
H 3.699 -10.995 22.109 0.347
H 4.058 -11.698 23.652 0.547
H 2.288 -14.397 21.553 0.048
H 3.415 -14.349 22.937 0.412
H 3.738 -13.429 21.536 0.372
O -7.039 -15.745 18.054 -0.755
H -7.271 -15.052 17.428 0.269
H -6.154 -15.396 18.305 0.176
O -3.233 -6.632 15.845 -0.502
H -2.936 -6.610 14.936 0.223
H -2.717 -5.953 16.289 0.260
O -4.305 -11.939 19.060 0.228
H -3.332 -11.833 19.206 0.011
H -4.425 -12.870 18.785 -0.132
O -4.648 -13.388 15.972 -0.738
H -4.809 -13.902 15.159 0.276
H -4.280 -13.951 16.706 0.184
O -6.872 -10.211 18.768 -0.780
H -7.292 -10.789 18.076 0.358
H -6.069 -10.711 19.009 0.284
O -3.708 -9.985 14.068 -0.241
H -3.484 -10.635 13.409 0.229
H -3.266 -9.178 13.719 -0.020
Cl -2.185 -7.356 12.920 -0.877
I -8.246 -8.526 13.642 0.074
C -7.857 -10.208 14.777 -0.637
C -6.610 -10.756 15.007 -0.557
N -6.753 -11.704 15.946 0.873
N -8.018 -11.850 16.367 -0.968
C -8.707 -10.932 15.672 -0.155
H -5.657 -10.557 14.569 0.774
H -6.008 -12.318 16.257 0.285
H -9.774 -10.794 15.942 0.377
```



no.,E (hartree),lowest unoccupied orbital energy (eV)
1,-3862.6021,0.36
2,-3551.0594,3.40